[1]
34
Properties=species:S:1:pos:R:3:forces:R:3 method="wB97M-V/def2-TZVPD" homo_energy_ev=-10.2 e_tot_ev=-22959.3212 spin_multiplicity=1 de_lowest_ev=0.768 lumo_ev=0.117
He 0.43126 0.51439 0.14531 -0.16 -0.07 -0.04
O -1.10336 1.46820 -3.63761 0.31 0.03 0.10
H -1.82099 1.21555 -3.05675 -0.23 -0.04 0.06
H -1.24462 0.95285 -4.43177 -0.12 -0.09 -0.27
O 0.39086 -1.54700 -3.14025 0.43 -0.17 -0.21
H 0.66416 -0.77343 -3.63334 0.04 0.34 -0.18
H -0.36575 -1.25321 -2.63285 -0.59 -0.03 0.32
O -2.04444 2.22806 -0.25523 0.29 0.47 -0.27
H -2.16256 1.83845 0.61108 -0.14 -0.40 0.27
H -2.27097 1.52715 -0.86650 -0.18 -0.25 0.07
O 0.60219 -0.38569 3.63558 -0.10 0.10 0.01
H 1.54748 -0.53303 3.60479 0.44 -0.10 -0.32
H 0.46314 0.11306 4.44065 -0.21 0.07 0.19
O 2.19657 -2.11148 -1.13773 0.39 -0.25 0.68
H 3.06260 -2.34972 -1.46857 0.27 -0.11 0.05
H 1.73211 -1.77276 -1.90309 -0.72 0.13 -0.62
O 1.95360 2.39663 1.52191 -0.01 -0.14 0.19
H 1.39360 2.90170 2.11143 -0.27 0.10 0.22
H 2.84355 2.67254 1.74124 0.39 0.02 -0.04
O -2.12855 -1.93609 -1.45052 0.13 0.33 -0.36
H -2.08602 -2.88780 -1.54364 -0.01 -0.27 -0.10
H -1.79475 -1.76598 -0.56969 -0.02 0.11 0.48
O 2.73291 -0.49561 1.08674 0.22 0.15 0.84
H 2.43875 -1.01996 0.34193 -0.06 -0.47 -0.64
H 2.17564 0.28241 1.06753 -0.03 0.37 0.07
O -2.95117 -0.32918 1.47274 -0.27 0.60 -0.25
H -2.27795 -0.96078 1.72591 0.52 -0.57 0.06
H -3.42727 -0.14810 2.28315 -0.22 0.04 0.13
O 0.95796 2.94904 -0.98773 0.12 0.25 -0.60
H 0.05963 2.62706 -0.91311 -0.45 0.00 -0.01
H 1.30328 2.90568 -0.09604 0.21 -0.13 0.22
O -0.81237 -2.14410 1.98871 -0.54 -0.29 -0.41
H -0.18722 -2.67648 1.49678 0.14 -0.19 -0.18
H -0.27130 -1.50243 2.44885 0.41 0.48 0.53

[2]
19
Properties=species:S:1:pos:R:3:forces:R:3 method="wB97M-V/def2-TZVPD" homo_energy_ev="-14.3 / -14.9" e_tot_ev=-8453.9825 spin_multiplicity=2 de_lowest_ev=1.065 lumo_ev="-5.075 / -7.557" s_squared=0.790 charge=+1
C -0.57359 1.66709 1.78823 -0.37 1.13 0.09
C -1.13069 0.74184 0.70199 -0.59 0.18 0.02
C -0.31697 -0.45687 0.51740 0.25 1.52 0.14
C -0.05380 -1.08855 -0.67672 -0.20 -0.87 0.45
C -0.57722 -0.65689 -1.90621 1.10 0.41 -0.17
C -0.75225 -1.34380 -3.07815 0.15 -0.21 -0.55
H -0.69990 2.71017 1.48306 0.02 -0.14 -0.25
H 0.49057 1.57329 1.96921 0.14 -0.35 0.08
H -1.14656 1.63806 2.71263 0.22 -0.47 0.13
H -1.35697 1.29157 -0.21591 0.11 -0.23 -0.08
H -2.11221 0.36283 1.03867 0.01 0.05 -0.03
H 0.12664 -0.72818 1.46651 0.26 -0.83 -0.25
H 0.63302 -1.92555 -0.62969 -0.42 -0.39 -0.20
H -0.54211 0.42521 -2.02685 -0.42 0.17 0.09
H -1.16812 -2.34192 -3.17651 0.36 -0.11 0.35
H -0.47566 -0.86618 -4.01800 -0.53 0.17 0.15
H 2.92211 -0.47291 2.07932 0.34 -0.12 0.04
H 3.72604 -0.48039 0.74900 0.06 -0.05 0.24
O 3.00769 -0.04882 1.22204 -0.50 0.12 -0.26

[3]
20
Properties=species:S:1:pos:R:3:forces:R:3 method="wB97M-V/def2-TZVPD" homo_energy_ev=-9.4 smiles="[H]/N=C(/C)[C@@H](C)O.C=N" e_tot_ev=-10406.3293 spin_multiplicity=1 de_lowest_ev=2.095 lumo_ev=0.926
H 0.71374 -0.88807 -1.71115 0.03 0.06 0.36
N -0.24819 -0.56697 -1.58874 -0.19 -0.13 -0.72
C -0.57711 -0.43564 -0.38145 0.20 0.02 0.30
C -1.95965 0.01809 -0.04018 -0.08 -0.09 -0.12
C 0.36593 -0.70402 0.78929 0.05 -0.18 -0.10
C 0.08603 -2.09591 1.35960 0.13 0.35 -0.07
O 1.71177 -0.67401 0.37866 0.13 -0.13 0.05
H -2.44364 -0.71282 0.60562 -0.11 0.01 0.11
H -1.92570 0.96631 0.49433 -0.04 0.09 0.11
H -2.54010 0.13357 -0.95320 -0.01 0.00 0.04
H 0.18906 0.05023 1.57479 -0.05 -0.06 -0.12
H 0.80775 -2.31312 2.14053 0.04 -0.02 0.13
H 0.19431 -2.83935 0.57387 -0.01 -0.06 -0.08
H -0.91704 -2.14962 1.77252 -0.11 -0.06 0.06
H 1.90305 0.21431 0.01886 -0.09 -0.03 0.11
C 0.62447 2.56648 -0.81311 -0.22 0.33 -0.04
N 1.64913 1.85331 -0.92090 0.61 -0.33 0.10
H 0.15474 2.63268 0.16143 -0.13 0.02 0.17
H 0.15029 3.13777 -1.61039 0.10 -0.02 -0.16
H 2.06118 1.80677 -1.85037 -0.24 0.23 -0.13

[4]
13
Properties=species:S:1:pos:R:3:forces:R:3 method="wB97M-V/def2-TZVPD" homo_energy_ev=-2.4 e_tot_ev=-14090.7848 spin_multiplicity=1 de_lowest_ev=2.372 lumo_ev=3.443 charge=-1
C 0.39650 -2.40030 0.46750 -0.07 0.84 -0.21
C -0.71066 -1.34195 0.74511 1.07 0.38 1.39
H 0.93890 -2.07656 -0.41929 0.37 -0.07 0.12
H 0.03385 -3.38389 0.22100 -0.51 -0.38 0.04
H 1.09026 -2.53514 1.31423 -0.21 0.32 -0.40
H -1.69970 -1.62631 0.46677 -0.63 -0.38 -0.50
H -0.75731 -1.16350 1.83521 -0.10 -0.10 -0.33
H -0.50335 -0.34097 0.33077 0.09 -0.58 -0.12
C 0.02230 2.86011 -0.62059 1.48 1.77 -3.46
S 1.23289 3.48903 -2.62067 -1.29 -0.59 2.26
H 0.75436 3.13003 0.09060 0.39 0.18 0.82
H -0.81696 3.50799 -0.81137 -0.20 -0.13 0.34
H 0.01893 1.88148 -0.99928 -0.38 -1.24 0.06

[5]
27
Properties=species:S:1:pos:R:3:forces:R:3 method="wB97M-V/def2-TZVPD" homo_energy_ev=-7.8 e_tot_ev=-18715.3199 spin_multiplicity=1 de_lowest_ev=6.816 lumo_ev=0.156
H 0.38420 -0.76350 -0.96850 0.41 -0.32 0.07
H -0.42060 -2.07902 -0.55251 0.56 0.94 -0.50
H -0.98390 4.67088 -0.54180 -0.08 0.71 -0.61
H -0.08017 3.51285 -1.02854 0.02 0.82 -0.15
H 4.30021 1.02514 -1.93785 -0.19 0.72 -0.52
H 4.51559 -0.08522 -1.09697 0.99 -0.95 2.67
H 0.57931 -4.36485 -1.29904 -0.06 0.19 0.35
H 0.97809 -4.13904 0.16184 1.05 -0.35 0.89
H 2.95834 -0.08676 1.44479 0.54 0.12 -0.19
H 4.17952 -0.54514 0.66408 0.81 -2.36 -1.11
H -3.01560 0.36660 -3.05333 0.01 0.00 0.00
H -3.17969 1.55029 -2.17384 -1.49 4.96 -0.08
H 0.89515 0.49154 3.10978 0.24 0.21 0.22
H 0.10485 -0.51473 2.32868 0.75 -0.10 -0.03
H -1.18041 3.72908 1.55369 0.26 -0.15 0.51
H -1.09128 2.22565 1.06422 -1.50 2.44 -0.02
H -3.76999 -2.72350 0.49768 1.64 -1.38 -0.90
H -4.44789 -2.49262 1.86904 0.23 0.06 -0.88
O -0.48260 -1.15605 -0.88996 -0.84 -0.62 0.42
O -0.66083 3.80974 -0.29262 5.88 2.58 -7.42
O 4.18045 0.08044 -1.93017 -0.82 0.36 -2.39
O 0.30983 -3.94905 -0.46630 -1.02 0.11 -1.15
O 3.85423 0.16611 1.13917 -1.50 2.10 1.63
O -2.92886 0.70146 -2.15834 1.47 -4.90 0.09
O 1.02051 -0.32385 2.61980 -0.88 -0.10 -0.34
O -1.62649 3.09851 0.99920 -4.61 -6.42 7.64
O -4.39198 -2.20496 0.93779 -1.88 1.33 1.80